ORCA calculation (the ωB97M-V functional and the def2-TZVPD basis) on a cluster of 3 separate species, C8H12IO6 in total at a distorted geometry.

**HOMO**: -4.50 eV
**Molar mass**: 331.08 g mol⁻¹
**LUMO energy**: 3.0 eV

Structure (ORCA input):
```
! wB97M-V def2-TZVPD RIJCOSX def2/J DEFGRID3
* xyz -1 1
I 0.964 -0.069 3.063
C 0.355 1.781 -1.440
C 0.654 2.286 -0.061
C 2.122 2.372 0.228
O 2.320 3.712 0.755
C 1.180 4.339 0.722
O 1.009 5.491 1.063
O 0.242 3.627 0.092
H 0.936 2.283 -2.214
H -0.711 1.817 -1.664
H 0.685 0.742 -1.465
H 0.221 1.608 0.675
H 2.615 2.185 -0.726
H 2.290 1.555 0.930
C -2.105 -2.997 1.311
C -1.552 -2.282 0.070
C -0.038 -2.079 0.024
O 0.218 -2.225 -1.330
C -0.750 -2.973 -1.894
O -0.678 -3.352 -3.004
O -1.830 -3.063 -1.024
H -1.831 -4.052 1.334
H -3.195 -2.985 1.317
H -1.800 -2.518 2.241
H -1.996 -1.296 -0.068
H 0.472 -2.816 0.645
H 0.202 -1.092 0.419
*
```